{"formula": "C34H57N3O2SSiTl", "method": "wB97M-V/def2-TZVPD", "symbols": ["O", "O", "C", "C", "H", "H", "H", "H", "H", "C", "C", "H", "H", "H", "H", "H", "C", "C", "C", "H", "H", "H", "H", "H", "C", "H", "H", "H", "H", "H", "H", "N", "C", "C", "C", "C", "H", "H", "H", "C", "H", "H", "H", "N", "C", "C", "C", "C", "H", "C", "H", "C", "H", "C", "C", "C", "C", "C", "C", "H", "C", "H", "C", "H", "C", "C", "Tl", "H", "H", "H", "H", "H", "H", "H", "H", "H", "H", "H", "H", "H", "C", "Si", "H", "H", "C", "C", "C", "H", "H", "H", "H", "H", "H", "H", "H", "H", "S", "C", "N"], "xyz": [[0.4022, -2.7532, -1.7317], [-1.0684, -1.9860, -3.4844], [1.7433, -2.7696, -2.3548], [2.7558, -3.4031, -1.4447], [1.9697, -1.7179, -2.5605], [1.6634, -3.2991, -3.3129], [2.8514, -2.8530, -0.5019], [3.7320, -3.3864, -1.9405], [2.5134, -4.4474, -1.2271], [-0.2253, -4.0874, -1.5405], [-0.1915, -4.9268, -2.7861], [-1.2507, -3.8741, -1.2101], [0.3124, -4.5502, -0.7040], [-0.5903, -4.3926, -3.6579], [-0.8141, -5.8165, -2.6434], [0.8225, -5.2754, -3.0122], [-2.5122, -1.8525, -3.1633], [-0.5105, -1.3563, -4.7033], [-3.2433, -3.0730, -3.6361], [-2.8611, -0.9324, -3.6425], [-2.5566, -1.7395, -2.0760], [-3.1510, -3.2037, -4.7207], [-4.3087, -2.9813, -3.4014], [-2.8722, -3.9804, -3.1430], [-0.9300, -2.1310, -5.9176], [0.5715, -1.3694, -4.5597], [-0.8580, -0.3193, -4.7168], [-0.7345, -3.2052, -5.8056], [-0.3559, -1.7831, -6.7829], [-1.9910, -1.9859, -6.1458], [-0.3858, -2.2010, -2.6257], [1.7410, 1.0144, 2.1216], [1.4899, 2.2746, 2.4424], [0.2940, 3.0229, 2.2183], [-1.0351, 2.7078, 1.8293], [2.6124, 3.1058, 3.0574], [3.4137, 3.2734, 2.3245], [3.0620, 2.6163, 3.9299], [2.2353, 4.0868, 3.3706], [-1.9629, 3.9004, 1.6311], [-2.7885, 3.8932, 2.3535], [-2.4218, 3.8785, 0.6351], [-1.4355, 4.8535, 1.7416], [-1.5447, 1.4953, 1.6679], [2.9975, 0.3806, 2.3515], [3.9700, 0.2597, 1.3230], [3.7948, 0.9253, 0.0060], [5.1213, -0.4940, 1.5388], [5.8575, -0.5694, 0.7432], [5.3486, -1.1395, 2.7545], [6.2416, -1.7455, 2.8969], [4.4114, -1.0335, 3.7728], [4.5288, -1.5849, 4.7130], [3.2930, -0.2154, 3.6106], [2.3360, -0.1290, 4.7374], [-2.8552, 1.1745, 2.0777], [-3.8805, 0.8957, 1.1317], [-3.6412, 1.1721, -0.3104], [-5.1013, 0.3862, 1.5470], [-5.8735, 0.1540, 0.8095], [-5.3092, 0.0789, 2.8997], [-6.2446, -0.3785, 3.2139], [-4.3118, 0.3660, 3.8445], [-4.4374, 0.1085, 4.8977], [-3.1422, 1.0205, 3.4669], [-2.1469, 1.5112, 4.4850], [-0.3205, -0.9725, 1.1150], [3.7515, 0.1932, -0.8088], [4.6594, 1.5661, -0.1985], [2.8919, 1.5333, -0.0233], [1.6425, 0.7309, 4.7255], [2.9072, -0.1388, 5.6967], [1.6706, -1.0396, 4.6960], [-4.2288, 0.4966, -0.9398], [-2.5875, 1.0530, -0.5736], [-3.9373, 2.1926, -0.5931], [-1.1107, 1.2409, 4.1913], [-2.3286, 1.0614, 5.4807], [-2.1625, 2.6147, 4.5512], [0.4578, 4.0961, 2.3548], [0.3153, 0.5453, -1.3645], [0.4468, 2.3382, -1.9656], [1.2355, -0.0472, -1.1857], [-0.4837, -0.0890, -1.7774], [1.7422, 2.1292, -3.3214], [1.0255, 3.7573, -0.8940], [-1.2713, 2.7795, -2.5888], [-1.7808, 1.9007, -3.0056], [-1.2156, 3.5330, -3.3863], [-1.9207, 3.1949, -1.8048], [2.6341, 1.6262, -2.9167], [2.0591, 3.0891, -3.7469], [1.3438, 1.4980, -4.1283], [1.8470, 3.5106, -0.2149], [0.2364, 4.1984, -0.2761], [1.3997, 4.5756, -1.5259], [-0.4226, -1.5693, 4.5766], [-0.4841, -0.8709, 6.0521], [-0.5551, -0.3415, 7.1190]], "forces_ev_per_angstrom": [[-0.2, -0.2, -0.6], [-0.3, 0.4, -0.1], [-0.4, -0.1, 0.1], [0.3, 0.0, 0.2], [-0.1, -0.2, 0.2], [0.1, 0.1, 0.2], [-0.1, -0.1, -0.1], [-0.1, 0.0, 0.1], [0.1, 0.1, 0.0], [0.5, 0.4, 0.5], [0.0, -0.4, -0.4], [0.3, 0.1, -0.1], [-0.2, 0.0, -0.2], [0.1, -0.1, 0.2], [0.1, 0.1, 0.1], [-0.2, 0.0, 0.0], [0.4, 0.2, -0.2], [-0.2, 0.0, 0.4], [-0.3, -0.4, -0.2], [0.1, -0.1, 0.1], [0.0, 0.1, -0.2], [-0.1, 0.0, 0.3], [0.1, 0.0, 0.0], [-0.1, 0.2, -0.1], [-0.1, -0.2, -0.5], [-0.2, 0.0, 0.1], [0.1, -0.1, 0.0], [0.0, 0.3, 0.0], [-0.1, 0.0, 0.1], [0.2, 0.0, 0.0], [0.2, -0.2, 0.0], [-0.6, -0.2, -0.3], [0.4, -0.4, -0.1], [-0.3, 0.0, -0.5], [0.6, 0.1, 0.4], [0.0, 0.2, 0.0], [-0.1, -0.1, 0.1], [-0.1, 0.0, -0.2], [0.2, -0.3, -0.1], [-0.1, 0.2, 0.3], [0.1, -0.1, -0.1], [0.1, -0.1, 0.1], [-0.1, -0.2, 0.0], [0.8, -0.9, 0.2], [0.6, 0.2, 0.4], [-0.5, -0.3, 0.7], [0.0, 0.3, -0.5], [0.0, -0.1, 0.5], [0.0, 0.0, 0.1], [0.0, -0.3, -0.2], [-0.2, 0.1, -0.1], [0.2, 0.3, -0.2], [0.1, 0.3, -0.3], [-0.4, -0.1, -0.9], [-0.3, 0.0, 0.8], [-1.1, 0.1, -0.2], [0.7, 0.1, 0.6], [0.0, 0.0, -0.7], [-0.1, -0.5, 0.9], [0.2, 0.2, 0.2], [0.3, 0.0, -0.1], [0.2, 0.0, 0.0], [-0.4, 0.3, -0.4], [-0.2, 0.2, -0.3], [0.5, -0.3, -0.7], [0.5, -0.3, 0.2], [0.1, 1.8, 0.7], [0.0, 0.0, 0.0], [-0.2, 0.0, -0.1], [0.0, 0.0, 0.0], [0.5, -0.3, -0.1], [-0.7, -0.1, -0.5], [0.6, 0.5, 0.2], [0.0, 0.0, 0.0], [0.0, 0.1, 0.0], [0.1, -0.2, 0.1], [-0.5, 0.2, 0.1], [-0.1, 0.5, -0.5], [-0.1, -0.5, 0.1], [-0.1, -0.4, -0.1], [0.6, -0.3, -0.3], [-0.1, 0.2, 0.1], [-0.5, 0.4, 0.1], [0.1, 0.4, 0.3], [-0.1, -0.2, -0.2], [0.2, 0.2, 0.4], [-0.1, 0.0, -0.3], [0.0, 0.1, 0.0], [0.0, -0.1, 0.1], [0.3, -0.2, -0.1], [-0.2, 0.2, -0.1], [-0.1, -0.2, 0.0], [0.2, 0.1, 0.0], [-0.1, -0.1, -0.1], [0.0, -0.3, -0.1], [-0.1, -0.3, -0.2], [-0.2, -0.3, 0.0], [-0.4, 1.4, 2.8], [0.2, -1.4, -2.7]], "lowdin_charge": [-0.26, -0.16, -0.21, -0.04, 0.12, 0.12, 0.09, 0.10, 0.08, -0.18, -0.06, 0.13, 0.13, 0.07, 0.10, 0.09, -0.14, -0.15, -0.04, 0.14, 0.13, 0.08, 0.10, 0.08, -0.05, 0.13, 0.13, 0.09, 0.10, 0.09, 0.07, 0.06, -0.35, -0.07, -0.37, -0.02, 0.09, 0.08, 0.08, -0.02, 0.09, 0.07, 0.08, 0.00, -0.21, -0.23, -0.05, -0.06, 0.11, -0.08, 0.10, -0.05, 0.12, -0.23, -0.08, -0.25, -0.24, -0.06, -0.06, 0.11, -0.08, 0.10, -0.05, 0.11, -0.22, -0.06, 0.80, 0.07, 0.10, 0.04, 0.08, 0.11, -0.01, 0.07, 0.04, 0.09, 0.05, 0.07, 0.10, 0.09, -0.15, 0.45, -0.03, -0.03, -0.18, -0.16, -0.18, 0.01, 0.04, 0.02, 0.03, 0.04, 0.02, 0.02, 0.02, 0.05, 0.72, -0.79, 0.14], "total_energy_ev": -68143.97900, "total_charge": 1, "lumo_ev": [-3.8, -5.2]}



{"formula": "C34H58CeN2O4Si", "method": "wB97M-V/def2-TZVPD", "symbols": ["O", "O", "C", "C", "H", "H", "H", "H", "H", "C", "C", "H", "H", "H", "H", "H", "C", "C", "C", "H", "H", "H", "H", "H", "C", "H", "H", "H", "H", "H", "H", "N", "C", "C", "C", "C", "H", "H", "H", "C", "H", "H", "H", "N", "C", "C", "C", "C", "H", "C", "H", "C", "H", "C", "C", "C", "C", "C", "C", "H", "C", "H", "C", "H", "C", "C", "Ce", "H", "H", "H", "H", "H", "H", "H", "H", "H", "H", "H", "H", "H", "C", "Si", "H", "H", "C", "C", "C", "H", "H", "H", "H", "H", "H", "H", "H", "H", "O", "C", "O", "H"], "xyz": [[1.0880, 2.6728, -1.6076], [2.5819, 0.5473, -2.1699], [0.3227, 3.7951, -2.0881], [-0.5103, 4.5332, -1.0564], [-0.3307, 3.3849, -2.8724], [1.0487, 4.4670, -2.5722], [-1.2277, 3.8808, -0.5448], [-1.1001, 5.2939, -1.5670], [0.1097, 5.0459, -0.3137], [1.4764, 2.6736, -0.2068], [2.7915, 3.3740, -0.0120], [1.5302, 1.6105, 0.0804], [0.6565, 3.0999, 0.4008], [3.5798, 2.8725, -0.5841], [3.0581, 3.3464, 1.0493], [2.7277, 4.4206, -0.3273], [3.5581, -0.4356, -1.7393], [2.9547, 1.1926, -3.4101], [4.0817, -0.0722, -0.3758], [4.3922, -0.4862, -2.4614], [3.0821, -1.4266, -1.7260], [4.5856, 0.8994, -0.4181], [4.8131, -0.8164, -0.0469], [3.2836, -0.0243, 0.3736], [4.0448, 2.2169, -3.2231], [2.0388, 1.6551, -3.7837], [3.2718, 0.4344, -4.1456], [3.6677, 3.0801, -2.6621], [4.3762, 2.5819, -4.2007], [4.9181, 1.7972, -2.7152], [0.8919, 0.9145, -1.6292], [-1.9349, 0.0977, 2.2667], [-2.4308, -0.6254, 3.2984], [-2.2085, -1.9980, 3.4532], [-1.3689, -2.8211, 2.6875], [-3.2021, 0.0791, 4.3848], [-3.8205, 0.8965, 3.9940], [-2.5212, 0.4903, 5.1456], [-3.8589, -0.6485, 4.8768], [-0.8779, -4.1094, 3.2843], [0.2091, -4.0973, 3.4522], [-1.1194, -4.9700, 2.6458], [-1.3648, -4.2544, 4.2537], [-1.0223, -2.5222, 1.4278], [-1.6239, 1.4802, 2.4638], [-2.4288, 2.4636, 1.8574], [-3.6015, 2.0753, 1.0127], [-2.1332, 3.8090, 2.0704], [-2.7791, 4.5581, 1.6070], [-1.0497, 4.1798, 2.8600], [-0.8301, 5.2384, 3.0152], [-0.2561, 3.2030, 3.4565], [0.5938, 3.4880, 4.0786], [-0.5384, 1.8492, 3.2878], [0.2700, 0.8070, 3.9904], [-0.0201, -3.2450, 0.7019], [-0.4206, -4.2012, -0.2582], [-1.8598, -4.6238, -0.3520], [0.5447, -4.7345, -1.1089], [0.2281, -5.4292, -1.8949], [1.8846, -4.3909, -0.9598], [2.6350, -4.8174, -1.6247], [2.2879, -3.5263, 0.0577], [3.3428, -3.2850, 0.2097], [1.3473, -2.9436, 0.8999], [1.7746, -1.9614, 1.9477], [-2.0077, -0.9077, 0.0283], [-3.3280, 1.8812, -0.0393], [-4.3284, 2.8983, 0.9876], [-4.1326, 1.1984, 1.4101], [0.4581, -0.0730, 3.3630], [-0.2162, 0.4607, 4.9140], [1.2434, 1.2253, 4.2778], [-1.9237, -5.5067, -1.0033], [-2.5363, -3.8660, -0.7837], [-2.2723, -4.9113, 0.6264], [1.2942, -2.1370, 2.9198], [1.5714, -0.9202, 1.6424], [2.8606, -2.0363, 2.1078], [-2.6399, -2.4573, 4.3444], [-0.0517, 0.1879, -1.3459], [-0.5103, -0.6792, -2.9681], [0.4383, -0.4332, -0.5692], [-0.7483, 0.9457, -0.9216], [-0.7480, 0.6682, -4.2416], [-2.0263, -1.7830, -2.8627], [0.8968, -1.8112, -3.5012], [0.5935, -2.4709, -4.3218], [1.2262, -2.4463, -2.6754], [1.7530, -1.2269, -3.8461], [-1.7628, 1.0812, -4.1461], [-0.6214, 0.2993, -5.2695], [-0.0326, 1.4855, -4.0836], [-2.9765, -1.2698, -2.6230], [-1.8967, -2.6608, -2.2071], [-2.1636, -2.2151, -3.8664], [-4.2193, -1.9776, 0.4474], [-4.7946, -1.1479, -0.3205], [-4.1202, -0.2585, -0.9502], [-5.8872, -1.1756, -0.4563]], "forces_ev_per_angstrom": [[-0.2, 0.7, 0.9], [1.5, -0.5, -0.7], [0.4, -0.1, -0.1], [-0.1, 0.1, -0.1], [0.2, 0.1, 0.2], [-0.4, 0.1, 0.1], [0.2, 0.0, 0.0], [0.0, 0.1, -0.1], [-0.2, -0.1, -0.1], [-0.8, -0.1, -0.5], [0.2, 0.0, 0.3], [0.2, 0.4, -0.1], [0.5, -0.1, -0.1], [-0.2, 0.2, 0.2], [0.1, 0.1, -0.1], [0.1, -0.1, 0.0], [-0.3, 0.2, -0.4], [-0.2, -0.4, 0.3], [0.3, 0.1, 0.2], [-0.3, 0.1, 0.2], [0.0, 0.2, 0.0], [-0.1, -0.2, 0.1], [-0.1, 0.0, 0.0], [0.1, 0.0, -0.2], [0.0, 0.5, -0.1], [0.2, 0.0, 0.0], [-0.1, 0.1, 0.2], [0.2, -0.3, -0.1], [0.0, -0.1, 0.1], [-0.1, 0.1, 0.0], [-2.5, -2.0, 0.2], [0.1, -0.6, -0.1], [0.5, 0.6, -0.6], [-0.2, -0.2, 0.1], [0.2, -0.1, -0.9], [-0.1, -0.1, 0.3], [0.3, -0.1, 0.0], [-0.2, 0.0, -0.2], [0.2, 0.2, 0.0], [-0.2, -0.2, 0.5], [-0.3, 0.0, -0.2], [0.2, 0.2, 0.1], [0.2, -0.1, -0.2], [0.1, -0.1, 0.6], [-0.5, 0.3, 0.3], [0.5, -0.1, 0.2], [-0.5, 0.2, -0.1], [0.1, 0.0, 0.0], [0.2, -0.1, 0.2], [0.0, 0.2, -0.1], [0.0, -0.3, 0.0], [-0.1, 0.0, -0.1], [-0.2, 0.0, -0.1], [-0.5, 0.0, -0.4], [0.6, -0.2, 0.2], [0.2, -0.3, 0.2], [0.1, 0.7, 0.2], [-0.3, -0.5, -0.2], [0.1, -0.1, -0.1], [0.2, 0.2, 0.3], [0.2, -0.1, 0.0], [-0.2, 0.1, 0.1], [-0.1, -0.1, -0.1], [-0.3, -0.1, -0.1], [-0.5, 0.1, -0.3], [0.4, 0.2, 0.3], [-0.8, -0.4, 1.3], [-0.1, 0.0, 0.3], [0.2, -0.2, -0.1], [0.2, 0.2, -0.2], [-0.2, 0.2, 0.2], [0.1, 0.0, -0.2], [-0.2, -0.1, 0.0], [-0.1, 0.3, 0.1], [0.2, -0.2, 0.3], [0.1, 0.2, -0.3], [0.0, 0.1, -0.3], [-0.1, -0.3, 0.1], [-0.3, 0.0, -0.1], [0.2, 0.2, -0.3], [1.9, 1.4, -0.3], [1.0, -0.1, -0.8], [-0.3, 0.1, 0.0], [0.4, -0.2, -0.1], [-0.4, 0.1, 0.0], [-0.6, -0.1, 0.0], [-0.1, 0.1, 0.2], [-0.1, 0.1, 0.1], [0.0, 0.0, 0.0], [-0.1, -0.1, 0.1], [0.2, 0.0, -0.2], [-0.1, 0.0, 0.3], [-0.2, -0.2, 0.0], [0.3, -0.2, -0.1], [0.0, 0.2, -0.2], [0.1, 0.1, 0.2], [-0.3, 0.5, -0.6], [0.8, 0.0, 0.1], [-0.7, -0.5, 0.3], [0.2, 0.0, 0.1]], "lowdin_spin": [0.00, 0.00, 0.00, 0.00, 0.00, 0.00, 0.00, 0.00, 0.00, 0.00, 0.00, 0.00, 0.00, 0.00, 0.00, 0.00, 0.00, 0.00, 0.00, 0.00, 0.00, 0.00, 0.00, 0.00, 0.00, 0.00, 0.00, 0.00, 0.00, 0.00, 0.00, 0.00, 0.00, 0.00, 0.00, 0.00, 0.00, 0.00, 0.00, 0.00, 0.00, 0.00, 0.00, 0.00, 0.00, 0.00, 0.00, 0.00, 0.00, 0.00, 0.00, 0.00, 0.00, 0.00, 0.00, 0.00, 0.00, 0.00, 0.00, 0.00, 0.00, 0.00, 0.00, 0.00, 0.00, 0.00, 1.01, 0.00, 0.00, 0.00, 0.00, 0.00, 0.00, 0.00, 0.00, 0.00, 0.00, 0.00, 0.00, 0.00, 0.00, 0.00, 0.00, 0.00, 0.00, 0.00, 0.00, 0.00, 0.00, 0.00, 0.00, 0.00, 0.00, 0.00, 0.00, 0.00, 0.00, 0.00, 0.00, 0.00], "total_energy_ev": -68173.43649, "total_charge": 1, "multiplicity": 2, "lumo_ev": [-2.3, -2.3]}